{
  "formula": "C19H39BGeIrN6O4PS4",
  "method": "wB97M-V/def2-TZVPD",
  "charge": -1,
  "homo_lumo_gap_ha": [0.205, 0.221],
  "e_above_lowest_kj_mol": 27.7,
  "multiplicity": 6,
  "e_homo_ha": [-0.1133, -0.1680],
  "symbols": ["Ir", "N", "N", "C", "O", "O", "H", "H", "H", "C", "N", "C", "C", "N", "B", "N", "C", "C", "N", "C", "C", "S", "C", "S", "H", "H", "H", "H", "H", "H", "H", "H", "H", "H", "H", "H", "C", "C", "C", "O", "P", "S", "S", "O", "C", "C", "C", "H", "H", "H", "H", "H", "H", "H", "H", "H", "H", "H", "H", "H", "H", "C", "Ge", "C", "C", "C", "H", "H", "H", "H", "H", "H", "H", "H", "H", "H"],
  "xyz": [[0.6176, 0.0304, 1.3833], [-0.5007, 2.0565, 1.1034], [-1.8179, 1.9333, 1.5871], [-2.3243, 0.6271, 1.6954], [-3.5381, 0.4725, 1.7830], [-1.4382, -0.3166, 1.7437], [-0.0295, 2.8043, 1.5936], [-0.5178, 2.2740, 0.1075], [-2.4777, 2.5705, 1.1698], [3.4150, 1.8045, 0.7413], [3.4826, 0.3985, 0.4033], [4.5734, -0.2051, -0.1820], [4.2736, -1.5176, -0.2621], [3.0166, -1.7023, 0.2748], [2.4456, -3.1420, 0.4364], [0.8894, -3.0265, 0.5172], [0.1377, -3.2844, 1.6192], [-1.1762, -3.0845, 1.2919], [-1.2080, -2.6945, -0.0119], [-2.3961, -2.2155, -0.7119], [0.0662, -2.6446, -0.4905], [0.5371, -2.1414, -2.0369], [2.5317, -0.5236, 0.7059], [2.6774, -0.1785, 3.6592], [4.0591, 2.3631, 0.0638], [3.7276, 1.9533, 1.7764], [2.3927, 2.1516, 0.6189], [5.4446, 0.3490, -0.4872], [4.8331, -2.3412, -0.6715], [2.7516, -3.7748, -0.5470], [2.8286, -3.6618, 1.4607], [0.5927, -3.5652, 2.5536], [-2.0651, -3.1316, 1.8947], [-2.9585, -3.0574, -1.1134], [-2.0731, -1.5630, -1.5260], [-3.0022, -1.6445, -0.0129], [1.4909, 0.0482, -5.0513], [0.6035, 1.2805, -4.9899], [1.3475, 2.5216, -4.5294], [-0.5828, 0.9947, -4.2076], [-0.8051, 1.1491, -2.6172], [-1.2631, 2.9944, -2.1173], [0.7239, 0.3761, -1.5843], [-2.0208, 0.1367, -2.4033], [-3.1808, -0.1080, -3.2298], [-3.8030, 1.1550, -3.7957], [-2.8473, -1.1371, -4.2959], [2.2766, 0.2011, -5.7963], [0.9041, -0.8270, -5.3373], [1.9513, -0.1485, -4.0840], [0.1970, 1.4689, -5.9856], [1.7646, 2.3780, -3.5317], [0.6866, 3.3868, -4.5011], [2.1673, 2.7167, -5.2251], [-3.8842, -0.5527, -2.5234], [-3.1313, 1.6413, -4.5037], [-4.0343, 1.8654, -3.0040], [-4.7255, 0.8843, -4.3159], [-2.2023, -0.7054, -5.0612], [-3.7702, -1.4872, -4.7651], [-2.3347, -1.9883, -3.8481], [-1.0169, -1.0960, 4.8476], [-0.0220, 0.5848, 4.9761], [-1.2611, 2.1072, 5.0327], [0.9363, 0.5302, 6.6941], [1.2674, 0.8432, 3.5494], [-1.6248, -1.2338, 5.7456], [-0.3133, -1.9294, 4.7728], [-1.6631, -1.0959, 3.9686], [-1.9154, 2.0507, 5.9065], [-1.8800, 2.1287, 4.1340], [-0.6951, 3.0405, 5.0876], [0.2497, 0.3555, 7.5276], [1.4675, 1.4694, 6.8671], [1.6719, -0.2760, 6.6649], [1.5004, 1.9043, 3.3990]]
}